(1)
ORCA calculation (ωB97M-V/def2-TZVPD) on a single C5H7NO molecule.

Last column: Mulliken charge in e.
Cartesian coordinates (Å):
C1 1.981 0.796 -1.288  0.272
C2 1.376 -0.148 -0.846  -0.634
C3 0.681 -1.258 -0.180  -0.579
C4 -0.530 -0.818 0.707  -0.540
N1 -0.584 0.621 0.918  -0.258
C5 -1.584 1.279 0.237  0.070
O1 -1.463 2.312 -0.377  -0.518
H1 2.542 1.608 -1.701  0.389
H2 1.414 -1.776 0.447  0.264
H3 0.349 -1.982 -0.933  0.306
H4 -1.457 -1.110 0.201  0.322
H5 -0.497 -1.337 1.671  0.309
H6 0.318 1.074 0.799  0.259
H7 -2.547 0.740 0.343  0.338

Computed properties:
Energy above the lowest of the compared OMol25 structures with the same formula, charge and spin, kJ/mol: 212.3
Molar mass, g mol⁻¹: 97.1
2S+1: 1
SMILES: C#CCCNC=O
Total charge: 0

(2)
ORCA calculation (ωB97M-V/def2-TZVPD) on a molecular structure, C5H7NO.

Last column: Mulliken charge in e.
Cartesian coordinates (Å):
O1 0.524 -1.149 -1.708  -0.551
C1 -0.504 -0.738 -0.854  -0.240
C2 -0.432 -1.000 0.634  -0.204
C3 0.320 0.127 1.254  0.017
C4 0.733 1.102 0.167  -1.001
C5 -0.632 0.738 -0.423  0.114
N1 -1.127 0.276 0.957  -0.625
H1 1.361 -0.897 -1.298  0.335
H2 -1.440 -1.104 -1.282  0.399
H3 -0.651 -1.917 1.174  0.392
H4 0.677 0.076 2.279  0.402
H5 1.624 0.903 -0.444  0.198
H6 0.776 2.128 0.536  0.306
H7 -1.226 1.454 -0.992  0.457

Computed properties:
Energy above the lowest of the compared OMol25 structures with the same formula, charge and spin, kJ/mol: 279.7
Molar mass, g mol⁻¹: 97.1
2S+1: 1
Total charge: 0

(3)
ORCA calculation (ωB97M-V/def2-TZVPD) on a molecular structure, C5H7NO.

Last column: Mulliken charge in e.
Cartesian coordinates (Å):
O1 -0.212 1.747 -1.028  -0.532
C1 -0.138 1.096 0.215  -0.016
C2 -1.094 -0.027 0.542  -0.258
C3 -0.542 -1.288 -0.015  -0.141
C4 0.746 -0.979 -0.748  -0.757
C5 0.942 0.026 0.391  -0.183
N1 -0.033 -0.771 1.283  -0.635
H1 -0.409 2.678 -0.882  0.331
H2 -0.100 1.803 1.053  0.399
H3 -2.111 0.042 0.919  0.390
H4 -1.138 -2.195 -0.056  0.392
H5 0.707 -0.600 -1.774  0.258
H6 1.448 -1.814 -0.665  0.297
H7 1.934 0.280 0.765  0.455

Computed properties:
Energy above the lowest of the compared OMol25 structures with the same formula, charge and spin, kJ/mol: 280.7
Molar mass, g mol⁻¹: 97.1
2S+1: 1
Total charge: 0

(4)
ORCA calculation (ωB97M-V/def2-TZVPD) on a single C5H7NO molecule.

Last column: Mulliken charge in e.
Cartesian coordinates (Å):
C1 1.782 1.049 0.020  -0.681
C2 0.746 0.763 0.821  -0.094
C3 -0.331 0.056 0.073  0.597
C4 -1.837 0.107 0.182  -1.291
N1 0.334 -1.333 0.177  -0.513
C5 0.347 -0.645 -1.027  0.393
O1 0.599 -0.788 -2.186  -0.541
H1 2.828 0.890 0.248  0.269
H2 1.554 1.433 -0.968  0.300
H3 0.790 0.573 1.894  0.290
H4 -2.227 1.106 -0.026  0.331
H5 -2.164 -0.193 1.184  0.323
H6 -2.295 -0.578 -0.543  0.338
H7 -0.310 -2.108 0.229  0.280

Computed properties:
Energy above the lowest of the compared OMol25 structures with the same formula, charge and spin, kJ/mol: 329.6
Molar mass, g mol⁻¹: 97.1
2S+1: 1
SMILES: C=C[C@]1(C)NC1=O
Total charge: 0